A molecular structure, C28H75AgN6O9 at a distorted geometry. Source: the OMol25 dataset; level of theory: ωB97M-V/def2-TZVPD.

Each line ends with the Löwdin charge.
Geometry (Å):
Ag1 -0.64 2.75 -1.32  1.066
C1 -0.13 -0.95 0.62  0.046
C2 -0.24 0.51 0.01  -0.671
O1 0.61 0.95 -0.85  -0.041
O2 -1.19 1.19 0.32  -0.037
H1 -0.97 -1.59 0.35  0.089
H2 -0.15 -0.90 1.71  0.048
H3 0.82 -1.45 0.42  0.077
C3 -3.65 0.36 -1.95  -0.059
C4 -2.37 -0.04 -2.66  -0.387
C5 -2.74 -0.85 -3.95  -0.192
O3 -3.56 -2.02 -3.70  -0.164
C6 -4.00 -2.61 -4.90  -0.099
N1 -1.72 1.25 -2.97  0.047
H4 -4.32 0.89 -2.64  0.096
H5 -3.53 0.78 -0.95  0.067
H6 -4.12 -0.52 -1.51  0.093
H7 -1.86 -0.75 -2.02  0.130
H8 -1.88 -1.14 -4.56  0.101
H9 -3.21 -0.18 -4.67  0.121
H10 -4.55 -3.55 -4.82  0.100
H11 -3.23 -2.63 -5.67  0.085
H12 -4.63 -1.89 -5.42  0.082
H13 -2.33 1.56 -3.71  0.089
H14 -0.89 1.11 -3.54  0.085
C7 0.21 -5.15 0.62  -0.065
C8 0.93 -5.55 1.95  -0.371
C9 2.41 -5.24 2.06  -0.182
O4 2.57 -3.81 1.86  -0.210
C10 3.87 -3.45 2.23  -0.123
N2 0.16 -4.82 3.02  0.038
H15 -0.84 -5.41 0.68  0.072
H16 0.57 -5.69 -0.26  0.073
H17 0.35 -4.08 0.48  0.049
H18 0.71 -6.61 2.08  0.130
H19 3.08 -5.85 1.45  0.126
H20 2.82 -5.52 3.03  0.121
H21 3.90 -3.55 3.31  0.089
H22 4.05 -2.41 1.94  0.076
H23 4.65 -4.15 1.94  0.090
H24 0.54 -3.88 3.01  0.034
H25 -0.78 -4.68 2.67  0.050
C11 2.38 -2.57 -2.68  -0.059
C12 1.49 -2.55 -3.96  -0.386
C13 1.87 -3.82 -4.91  -0.204
O5 3.18 -3.57 -5.37  -0.166
C14 3.39 -4.60 -6.33  -0.128
N3 0.14 -2.66 -3.49  0.050
H26 3.47 -2.56 -2.74  0.080
H27 2.11 -3.41 -2.04  0.076
H28 2.09 -1.61 -2.26  0.057
H29 1.63 -1.58 -4.44  0.132
H30 1.05 -3.87 -5.62  0.114
H31 1.89 -4.76 -4.36  0.120
H32 3.25 -5.63 -5.98  0.089
H33 4.40 -4.41 -6.69  0.091
H34 2.80 -4.56 -7.24  0.084
H35 0.19 -2.63 -2.48  0.049
H36 -0.42 -1.87 -3.79  0.026
C15 7.28 2.43 1.77  -0.046
C16 7.22 1.86 0.35  -0.477
C17 5.90 1.07 0.16  -0.194
O6 4.77 1.89 0.50  -0.204
C18 3.55 1.12 0.29  -0.094
N4 7.46 2.79 -0.67  0.055
H37 7.55 1.68 2.52  0.081
H38 6.40 2.99 2.09  0.077
H39 8.12 3.12 1.73  0.072
H40 7.93 1.05 0.20  0.129
H41 5.85 0.13 0.70  0.119
H42 5.74 0.80 -0.88  0.119
H43 2.64 1.70 0.45  0.066
H44 3.59 0.20 0.87  0.071
H45 3.56 0.87 -0.77  0.081
H46 7.76 3.60 -0.14  0.068
H47 6.52 2.98 -0.97  0.073
C19 -0.44 5.53 2.06  -0.023
C20 -0.85 4.41 1.13  -0.440
C21 -2.25 4.53 0.50  -0.137
O7 -2.54 3.63 -0.62  -0.299
C22 -3.78 3.87 -1.20  -0.098
N5 0.09 4.39 0.06  0.018
H48 -1.11 5.81 2.87  0.096
H49 -0.49 6.49 1.54  0.089
H50 0.57 5.41 2.46  0.095
H51 -0.84 3.40 1.55  0.125
H52 -2.41 5.54 0.11  0.131
H53 -3.01 4.34 1.26  0.118
H54 -4.64 3.60 -0.59  0.099
H55 -3.94 3.20 -2.05  0.075
H56 -3.85 4.88 -1.59  0.104
H57 -0.04 5.31 -0.33  0.106
H58 0.95 4.43 0.59  0.107
C23 -5.05 0.45 2.63  -0.037
C24 -4.73 2.04 2.42  -0.386
C25 -5.51 2.90 3.33  -0.196
O8 -6.92 2.81 2.97  -0.178
C26 -7.71 3.68 3.68  -0.145
N6 -3.28 2.11 2.62  0.048
H59 -6.02 0.14 2.23  0.063
H60 -5.09 0.16 3.68  0.074
H61 -4.36 -0.19 2.08  0.057
H62 -4.97 2.22 1.37  0.118
H63 -5.24 3.96 3.30  0.121
H64 -5.36 2.61 4.37  0.130
H65 -7.39 3.93 4.69  0.089
H66 -8.75 3.34 3.66  0.095
H67 -7.69 4.64 3.18  0.083
H68 -3.03 1.77 3.54  0.082
H69 -2.85 1.64 1.84  0.036
C27 2.09 -0.02 3.48  -0.075
C28 0.84 -0.52 4.20  -0.226
O9 -0.07 0.55 3.84  -0.134
H70 2.89 -0.75 3.51  0.065
H71 2.43 1.00 3.68  0.091
H72 1.92 0.06 2.40  0.032
H73 0.78 -0.45 5.29  0.118
H74 0.36 -1.45 3.89  0.098
H75 -0.17 0.52 2.88  0.018

For the frontier orbital gap (alpha / beta), the calculation gives 8.1 / 4.6 eV. As for the net charge: +1. Its expectation value of S² is 0.76. As for the largest force on an atom: 4.3 eV/Å. Its lowest unoccupied orbital energy (alpha / beta) is -2.91 / -6.48 eV. The HOMO energy (alpha / beta) is -0.4055 / -0.4055 hartree. As for the spin multiplicity: 2.